{
  "formula": "C83H195N13O16",
  "method": "wB97M-V/def2-TZVPD",
  "de_lowest_kcal_mol": 0.00,
  "fmax_ev_per_a": 3.819,
  "gap_ev": 8.5956,
  "e_homo_ev": -8.0,
  "lumo_ev": 0.61,
  "symbols": ["C", "C", "C", "O", "C", "N", "H", "H", "H", "H", "H", "H", "H", "H", "H", "H", "H", "C", "C", "C", "O", "C", "N", "H", "H", "H", "H", "H", "H", "H", "H", "H", "H", "H", "C", "C", "C", "O", "C", "N", "H", "H", "H", "H", "H", "H", "H", "H", "H", "H", "H", "C", "C", "C", "O", "C", "N", "H", "H", "H", "H", "H", "H", "H", "H", "H", "H", "H", "C", "C", "C", "O", "C", "N", "H", "H", "H", "H", "H", "H", "H", "H", "H", "H", "H", "C", "C", "C", "C", "C", "C", "N", "O", "C", "C", "C", "H", "H", "H", "H", "H", "H", "H", "H", "H", "H", "H", "H", "H", "H", "H", "H", "H", "H", "H", "C", "C", "C", "C", "C", "C", "N", "O", "C", "C", "C", "H", "H", "H", "H", "H", "H", "H", "H", "H", "H", "H", "H", "H", "H", "H", "H", "H", "H", "H", "C", "C", "C", "C", "C", "C", "N", "O", "C", "C", "C", "H", "H", "H", "H", "H", "H", "H", "H", "H", "H", "H", "H", "H", "H", "H", "H", "H", "H", "H", "C", "C", "C", "C", "C", "C", "N", "O", "C", "C", "C", "H", "H", "H", "H", "H", "H", "H", "H", "H", "H", "H", "H", "H", "H", "H", "H", "H", "H", "H", "C", "C", "C", "C", "C", "C", "N", "O", "C", "C", "C", "H", "H", "H", "H", "H", "H", "H", "H", "H", "H", "H", "H", "H", "H", "H", "H", "H", "H", "H", "C", "O", "C", "C", "N", "C", "C", "O", "C", "H", "H", "H", "H", "H", "H", "H", "H", "H", "H", "H", "H", "H", "H", "H", "C", "O", "C", "C", "N", "C", "C", "O", "C", "H", "H", "H", "H", "H", "H", "H", "H", "H", "H", "H", "H", "H", "H", "H", "C", "O", "C", "C", "N", "C", "C", "O", "C", "H", "H", "H", "H", "H", "H", "H", "H", "H", "H", "H", "H", "H", "H", "H"],
  "coordinates": [[-0.352, 6.361, 4.434], [-0.944, 4.921, 4.317], [-1.449, 4.786, 2.896], [-0.389, 4.896, 1.989], [-0.979, 5.262, 0.773], [0.067, 3.886, 4.580], [0.070, 6.427, 5.434], [-1.073, 7.156, 4.290], [0.492, 6.453, 3.775], [-1.778, 4.800, 5.072], [-2.154, 5.559, 2.686], [-2.021, 3.815, 2.738], [-0.151, 5.461, 0.124], [-1.682, 6.183, 0.846], [-1.591, 4.393, 0.422], [-0.358, 2.932, 4.565], [0.830, 3.940, 3.872], [-3.824, 1.830, 1.100], [-4.595, 2.418, -0.052], [-5.071, 3.820, 0.174], [-6.325, 3.821, 0.801], [-6.909, 5.095, 0.808], [-3.712, 2.350, -1.196], [-4.403, 1.775, 1.982], [-2.861, 2.370, 1.283], [-3.582, 0.780, 0.825], [-5.530, 1.852, -0.148], [-5.036, 4.343, -0.782], [-4.263, 4.247, 0.814], [-6.359, 5.749, 1.519], [-7.896, 4.985, 1.211], [-6.972, 5.506, -0.221], [-4.283, 2.463, -2.025], [-3.227, 1.479, -1.187], [-3.299, -0.072, -4.090], [-3.992, -0.809, -3.006], [-4.368, -2.172, -3.530], [-3.319, -2.830, -4.058], [-3.621, -4.051, -4.677], [-3.082, -0.847, -1.819], [-4.055, 0.004, -4.877], [-2.408, -0.608, -4.404], [-2.921, 0.908, -3.726], [-4.931, -0.306, -2.693], [-5.159, -2.045, -4.352], [-4.862, -2.755, -2.698], [-2.699, -4.612, -4.774], [-4.148, -3.919, -5.638], [-4.272, -4.646, -4.023], [-3.419, -1.450, -1.085], [-2.156, -1.195, -2.112], [0.363, 4.391, -5.793], [0.847, 5.339, -4.749], [-0.409, 6.080, -4.088], [-1.228, 5.087, -3.477], [-2.234, 5.550, -2.575], [1.619, 4.654, -3.707], [1.182, 3.950, -6.270], [-0.277, 4.742, -6.626], [-0.192, 3.593, -5.316], [1.568, 6.062, -5.158], [-1.023, 6.645, -4.843], [0.056, 6.808, -3.367], [-3.136, 5.920, -3.129], [-1.876, 6.320, -1.887], [-2.431, 4.637, -2.004], [2.336, 5.305, -3.386], [1.106, 4.148, -2.993], [5.280, 4.324, -0.360], [3.901, 3.652, -0.146], [2.844, 4.448, 0.586], [3.199, 4.598, 1.962], [3.026, 5.888, 2.411], [3.380, 3.459, -1.508], [5.786, 4.710, 0.557], [4.999, 5.188, -1.001], [5.854, 3.526, -0.922], [3.991, 2.733, 0.478], [1.903, 3.882, 0.515], [2.725, 5.458, 0.089], [3.468, 6.685, 1.815], [3.225, 5.901, 3.459], [1.957, 6.146, 2.431], [3.940, 2.896, -2.131], [2.438, 2.992, -1.496], [1.746, -3.496, 5.806], [0.994, -3.466, 7.142], [0.688, -2.023, 7.645], [-0.353, -1.339, 6.765], [-1.619, -2.238, 6.894], [-1.441, -3.714, 6.513], [-0.233, -4.247, 7.078], [-0.107, -5.631, 6.802], [-2.633, -4.475, 7.019], [-1.360, -3.857, 4.940], [1.909, -4.180, 8.250], [2.764, -3.057, 5.876], [1.199, -3.012, 4.980], [1.786, -4.543, 5.473], [0.315, -1.971, 8.694], [1.735, -1.530, 7.695], [-0.012, -1.396, 5.752], [-0.575, -0.328, 6.974], [-2.484, -1.885, 6.289], [-1.913, -2.081, 7.965], [-3.583, -4.059, 6.629], [-2.596, -5.514, 6.683], [-2.669, -4.359, 8.100], [-0.750, -3.099, 4.440], [-1.028, -4.885, 4.638], [-2.425, -3.676, 4.644], [1.375, -4.253, 9.190], [2.852, -3.648, 8.331], [2.104, -5.164, 7.868], [-0.291, -6.077, 7.635], [1.449, -3.742, 2.107], [2.131, -3.535, 0.752], [2.768, -4.898, 0.455], [3.207, -5.099, -1.001], [2.022, -4.809, -1.956], [1.374, -3.428, -1.650], [1.052, -3.275, -0.229], [0.279, -2.139, 0.072], [2.148, -2.235, -2.199], [0.025, -3.402, -2.389], [3.089, -2.319, 0.829], [2.066, -4.196, 2.858], [0.564, -4.285, 1.906], [1.073, -2.808, 2.499], [3.552, -4.994, 1.200], [2.041, -5.691, 0.584], [3.511, -6.137, -1.244], [4.048, -4.479, -1.295], [1.216, -5.536, -1.747], [2.266, -4.794, -3.023], [1.910, -1.338, -1.614], [3.240, -2.384, -2.030], [1.981, -2.153, -3.250], [0.273, -3.330, -3.473], [-0.608, -4.332, -2.238], [-0.631, -2.546, -2.178], [3.868, -2.490, 1.565], [2.573, -1.393, 1.045], [3.651, -2.254, -0.117], [0.776, -1.329, -0.066], [5.045, 3.436, -8.924], [5.966, 3.355, -7.681], [5.753, 4.651, -6.843], [4.346, 4.642, -6.180], [4.253, 3.419, -5.316], [4.394, 2.108, -6.090], [5.617, 2.181, -6.857], [5.740, 0.996, -7.701], [4.645, 0.986, -5.101], [3.118, 1.794, -6.884], [7.467, 3.390, -8.074], [4.898, 2.415, -9.321], [5.384, 4.058, -9.736], [4.040, 3.862, -8.719], [6.584, 4.659, -6.090], [5.916, 5.614, -7.383], [3.558, 4.535, -6.921], [4.140, 5.578, -5.601], [3.338, 3.414, -4.712], [5.096, 3.460, -4.538], [4.398, -0.001, -5.437], [5.766, 0.947, -4.934], [4.124, 1.334, -4.253], [3.232, 0.961, -7.571], [2.331, 1.488, -6.214], [2.768, 2.654, -7.436], [7.686, 2.527, -8.721], [8.184, 3.375, -7.218], [7.612, 4.308, -8.662], [4.862, 0.898, -8.173], [-3.441, -2.483, 1.944], [-3.847, -3.808, 1.237], [-3.977, -4.829, 2.365], [-4.587, -6.124, 1.904], [-5.984, -5.835, 1.366], [-6.077, -4.690, 0.323], [-5.218, -3.577, 0.732], [-5.244, -2.468, -0.272], [-5.565, -5.279, -1.105], [-7.628, -4.355, 0.150], [-2.788, -4.124, 0.197], [-2.450, -2.681, 2.323], [-4.176, -2.328, 2.715], [-3.413, -1.627, 1.278], [-2.916, -4.929, 2.649], [-4.522, -4.396, 3.226], [-4.600, -6.912, 2.689], [-4.011, -6.568, 1.101], [-6.586, -5.474, 2.202], [-6.473, -6.720, 0.942], [-5.781, -4.516, -1.829], [-4.472, -5.516, -1.063], [-6.159, -6.103, -1.401], [-8.200, -5.248, -0.102], [-7.992, -4.045, 1.141], [-7.759, -3.561, -0.525], [-1.845, -3.991, 0.675], [-2.945, -3.545, -0.710], [-2.822, -5.164, -0.153], [-5.420, -1.744, 0.353], [4.306, -0.747, 3.936], [4.775, 0.700, 3.894], [3.515, 1.559, 4.238], [3.807, 3.008, 4.604], [4.847, 2.954, 5.736], [6.123, 2.251, 5.340], [5.739, 0.869, 5.000], [6.907, 0.085, 4.632], [6.855, 2.995, 4.220], [7.082, 2.210, 6.643], [5.378, 0.937, 2.493], [4.067, -1.014, 4.930], [5.090, -1.495, 3.652], [3.417, -0.877, 3.367], [2.843, 1.519, 3.416], [3.027, 0.993, 5.075], [2.884, 3.548, 4.851], [4.107, 3.540, 3.655], [4.397, 2.379, 6.588], [5.108, 3.954, 6.091], [7.210, 3.938, 4.666], [7.730, 2.406, 3.974], [6.260, 3.240, 3.369], [6.534, 1.600, 7.379], [8.055, 1.768, 6.375], [7.196, 3.203, 6.907], [5.407, 1.991, 2.301], [4.825, 0.387, 1.729], [6.404, 0.593, 2.520], [6.886, -0.477, 5.409], [4.096, 0.421, -11.162], [3.955, -0.147, -9.869], [4.405, -1.492, -9.784], [4.165, -2.080, -8.408], [2.736, -2.182, -8.187], [2.341, -2.730, -6.898], [0.806, -2.848, -6.741], [0.341, -1.463, -6.544], [-1.084, -1.393, -6.700], [5.143, 0.798, -11.294], [3.375, 1.221, -11.323], [3.818, -0.371, -11.897], [5.462, -1.527, -9.989], [3.900, -2.052, -10.614], [4.622, -1.421, -7.659], [4.624, -3.072, -8.372], [2.314, -1.314, -8.304], [2.740, -2.114, -6.057], [2.752, -3.746, -6.779], [0.615, -3.409, -5.808], [0.327, -3.336, -7.603], [-1.285, -0.332, -6.705], [-1.538, -1.925, -5.831], [-1.457, -1.985, -7.587], [-8.391, -6.126, 4.403], [-7.392, -5.146, 4.674], [-7.481, -4.615, 5.967], [-6.583, -3.408, 6.141], [-7.006, -2.388, 5.213], [-6.314, -1.142, 5.461], [-6.952, -0.122, 4.620], [-5.986, 0.920, 4.389], [-6.613, 2.143, 4.106], [-8.258, -7.022, 4.999], [-8.385, -6.462, 3.383], [-9.339, -5.650, 4.650], [-7.378, -5.472, 6.686], [-8.539, -4.310, 6.139], [-5.463, -3.639, 5.972], [-6.745, -3.044, 7.136], [-6.867, -2.660, 4.270], [-5.228, -1.258, 5.200], [-6.337, -0.902, 6.485], [-7.876, 0.213, 5.043], [-7.221, -0.668, 3.721], [-7.179, 2.182, 3.180], [-5.811, 2.885, 4.056], [-7.263, 2.490, 4.953], [-1.611, 0.522, 3.705], [-0.754, 1.011, 2.691], [0.344, 0.169, 2.408], [1.271, 0.953, 1.427], [0.968, 0.649, 0.101], [-0.255, 1.358, -0.376], [-0.343, 1.204, -1.872], [0.835, 1.721, -2.474], [0.946, 1.304, -3.848], [-1.200, 0.512, 4.742], [-1.907, -0.506, 3.508], [-2.454, 1.230, 3.757], [0.018, -0.724, 1.909], [0.880, -0.191, 3.310], [2.269, 0.600, 1.658], [1.235, 2.050, 1.706], [1.719, 0.791, -0.576], [-0.210, 2.437, -0.168], [-1.131, 0.889, 0.039], [-1.164, 1.707, -2.252], [-0.456, 0.112, -2.062], [0.943, 0.200, -3.974], [1.846, 1.731, -4.230], [0.022, 1.686, -4.321]]
}

{
  "formula": "C83H53Br3F4O22",
  "method": "wB97M-V/def2-TZVPD",
  "fmax_ev_per_a": 6.672,
  "total_charge": -1,
  "gap_ev": [1.9493, 5.4660],
  "e_homo_ev": [-2.0, -5.5],
  "lumo_ev": [-0.06, -0.06],
  "multiplicity": 2,
  "symbols": ["C", "C", "O", "C", "O", "O", "F", "H", "H", "H", "C", "C", "O", "C", "O", "O", "F", "H", "H", "H", "C", "C", "O", "C", "O", "O", "F", "H", "H", "H", "C", "C", "O", "C", "O", "O", "F", "H", "H", "H", "C", "C", "C", "C", "C", "C", "C", "O", "C", "C", "C", "C", "C", "C", "C", "O", "H", "H", "H", "H", "H", "H", "H", "H", "C", "C", "C", "C", "C", "C", "C", "O", "C", "C", "C", "C", "C", "C", "C", "O", "H", "H", "H", "H", "H", "H", "H", "H", "C", "C", "C", "C", "C", "C", "C", "O", "C", "C", "C", "C", "C", "C", "C", "O", "H", "H", "H", "H", "H", "H", "H", "H", "C", "C", "C", "C", "C", "C", "C", "O", "C", "C", "C", "C", "C", "C", "C", "O", "H", "H", "H", "H", "H", "H", "H", "H", "C", "C", "C", "C", "C", "C", "C", "O", "C", "C", "C", "C", "C", "C", "C", "O", "H", "H", "H", "H", "H", "H", "H", "H", "C", "Br", "Br", "Br", "H"],
  "coordinates": [[-2.854, -4.090, 0.050], [-2.661, -4.161, -1.458], [-3.218, -2.971, -1.842], [-3.798, -2.319, -0.908], [-4.382, -1.210, -0.950], [-3.536, -2.895, 0.253], [-3.324, -5.175, -2.028], [-1.831, -3.930, 0.391], [-3.206, -4.911, 0.674], [-1.625, -4.249, -1.787], [-1.065, 0.351, -0.336], [0.396, 0.428, -0.685], [0.951, -0.834, -0.613], [0.069, -1.691, -0.065], [0.291, -2.890, 0.135], [-1.103, -1.042, 0.260], [0.894, 1.218, 0.248], [-1.811, 0.291, -1.128], [-1.374, 1.070, 0.422], [0.551, 0.933, -1.639], [4.571, 3.149, -1.525], [3.587, 1.994, -1.925], [4.093, 1.381, -3.026], [4.861, 2.217, -3.676], [5.178, 2.041, -4.877], [5.058, 3.461, -2.841], [2.325, 2.409, -2.095], [5.432, 2.951, -0.885], [4.038, 4.058, -1.247], [3.512, 1.298, -1.090], [-5.425, 1.974, -2.168], [-6.381, 1.513, -1.060], [-5.694, 1.676, 0.150], [-4.439, 1.628, -0.044], [-3.616, 1.288, 0.832], [-4.183, 1.910, -1.344], [-6.511, 0.174, -1.216], [-5.624, 3.032, -2.339], [-5.383, 1.306, -3.028], [-7.280, 2.111, -1.210], [-1.202, -3.834, 4.259], [-0.203, -3.843, 3.324], [0.977, -3.161, 3.597], [1.174, -2.469, 4.765], [0.203, -2.437, 5.797], [-0.957, -3.177, 5.464], [0.311, -1.522, 7.012], [-0.549, -1.619, 7.871], [1.639, -0.779, 7.131], [1.822, 0.031, 8.223], [2.924, 0.845, 8.270], [3.927, 0.814, 7.278], [3.801, -0.024, 6.163], [2.621, -0.875, 6.091], [2.483, -1.857, 4.981], [3.431, -2.031, 4.188], [-2.132, -4.290, 3.953], [-0.325, -4.152, 2.296], [1.760, -3.261, 2.860], [-1.790, -3.055, 6.140], [1.172, 0.069, 9.085], [2.963, 1.578, 9.063], [4.780, 1.474, 7.332], [4.532, 0.000, 5.368], [1.252, 2.045, 3.201], [0.193, 1.219, 3.075], [-0.695, 1.131, 4.213], [-0.428, 1.753, 5.421], [0.662, 2.685, 5.428], [1.497, 2.856, 4.303], [0.928, 3.496, 6.671], [1.792, 4.393, 6.710], [-0.020, 3.378, 7.760], [0.240, 4.142, 8.911], [-0.503, 3.851, 10.048], [-1.521, 2.982, 10.091], [-1.881, 2.340, 8.913], [-1.091, 2.425, 7.793], [-1.276, 1.561, 6.670], [-2.119, 0.642, 6.682], [2.000, 2.077, 2.423], [-0.068, 0.625, 2.212], [-1.555, 0.478, 4.247], [2.347, 3.522, 4.295], [1.043, 4.860, 8.831], [-0.072, 4.323, 10.918], [-1.974, 2.812, 11.056], [-2.611, 1.552, 8.801], [3.031, -5.988, -0.533], [3.721, -7.049, 0.005], [3.024, -8.140, 0.519], [1.660, -8.256, 0.456], [0.932, -7.168, -0.108], [1.593, -6.117, -0.618], [-0.516, -7.316, -0.149], [-1.256, -6.424, -0.576], [-1.186, -8.543, 0.323], [-2.556, -8.760, 0.052], [-3.137, -10.006, 0.290], [-2.447, -11.033, 0.962], [-1.104, -10.919, 1.121], [-0.473, -9.638, 0.875], [1.040, -9.471, 1.073], [1.701, -10.378, 1.629], [3.543, -5.048, -0.679], [4.793, -6.917, -0.005], [3.613, -8.889, 1.028], [1.025, -5.269, -0.972], [-3.250, -8.006, -0.290], [-4.200, -10.135, 0.152], [-2.890, -11.996, 1.170], [-0.536, -11.782, 1.437], [-2.504, -2.053, -5.427], [-2.885, -1.972, -6.725], [-2.498, -0.854, -7.511], [-1.645, 0.076, -6.973], [-1.173, -0.078, -5.646], [-1.567, -1.158, -4.882], [-0.050, 0.862, -5.098], [0.140, 0.839, -3.883], [0.651, 1.708, -6.104], [1.807, 2.338, -5.734], [2.482, 3.183, -6.648], [1.996, 3.324, -7.929], [0.784, 2.701, -8.314], [0.149, 1.819, -7.460], [-1.117, 1.164, -7.841], [-1.681, 1.319, -8.925], [-2.776, -2.966, -4.917], [-3.525, -2.615, -7.311], [-2.844, -0.790, -8.532], [-1.257, -1.387, -3.873], [2.247, 2.360, -4.747], [3.391, 3.714, -6.404], [2.483, 3.955, -8.657], [0.466, 2.729, -9.346], [3.657, 7.255, -6.859], [4.388, 7.111, -5.678], [3.689, 6.561, -4.568], [2.311, 6.208, -4.569], [1.636, 6.402, -5.774], [2.266, 7.047, -6.848], [0.130, 6.080, -5.821], [-0.527, 6.382, -6.805], [-0.356, 5.165, -4.696], [-1.678, 4.797, -4.650], [-2.177, 3.884, -3.683], [-1.328, 3.572, -2.610], [-0.057, 4.058, -2.512], [0.454, 4.868, -3.527], [1.780, 5.527, -3.372], [2.466, 5.400, -2.362], [4.217, 7.521, -7.744], [5.442, 7.346, -5.644], [4.272, 6.282, -3.702], [1.723, 7.213, -7.766], [-2.477, 5.094, -5.313], [-3.199, 3.596, -3.485], [-1.681, 2.815, -1.926], [0.564, 3.739, -1.688], [-1.682, 4.922, 1.894], [-2.686, 3.655, 3.085], [-0.810, 3.827, 0.437], [-0.201, 5.955, 2.902], [-2.326, 5.680, 1.449]]
}